(1)
{
  "formula": "C21H26O18P2S3",
  "method": "ωB97M-V/def2-TZVPD",
  "lumo_ev": -2.175,
  "smiles": "O=C1C=C(C[C@H]2CO2)C(=O)C(PP(=O)(O)O)=C1c1ccccc1.O=S1(=O)OCCO1.O=S1(=O)OCCO1.O=S1(=O)OCCO1",
  "molar_mass_g_mol": 724.570,
  "homo_energy_ev": -9.09,
  "gap_ev": 6.92,
  "elements": ["C", "H", "O", "H", "H", "C", "O", "C", "C", "H", "H", "C", "O", "C", "H", "H", "O", "C", "O", "O", "H", "P", "H", "P", "C", "H", "S", "H", "O", "O", "H", "C", "C", "O", "O", "C", "O", "C", "S", "H", "O", "H", "H", "O", "S", "C", "H", "C", "H", "O", "C", "C", "O", "O", "C", "C", "H", "H", "H", "H", "H", "H", "H", "C", "O", "C", "C", "H", "O", "H"],
  "positions_angstrom": [[-1.974523, -1.209885, -0.619975], [0.878603, 3.609570, 5.032984], [-0.865220, -4.570278, -7.291304], [-2.894862, -0.773861, 4.580065], [-5.250674, -1.376533, 4.788743], [5.717680, 0.902463, -1.401653], [0.926846, 0.210694, -2.727901], [-0.513717, 0.923804, 3.915735], [-1.108034, 4.710584, 4.624825], [1.429599, -5.674259, -5.201273], [1.147486, -4.205839, -7.130120], [0.458657, -5.051928, -7.055231], [-0.791198, -1.389059, 3.073625], [6.265142, 1.941319, -2.366773], [-0.665581, 2.820282, 5.852033], [4.629139, 0.844702, -1.426533], [7.622839, 1.560771, -2.601287], [-0.602742, 0.339449, 1.255106], [-3.943261, 0.844131, 3.798127], [1.479081, 2.832499, -3.260818], [0.574660, 3.034722, -3.602187], [-0.491128, 2.361319, -0.865157], [-3.350082, 5.255335, 3.984135], [1.281428, 1.715573, -1.952638], [-0.378465, 2.330157, 3.645060], [-2.777685, -2.766713, -2.219964], [-1.542480, -4.127007, -5.885253], [-4.828636, -0.886913, 6.449895], [2.571176, 1.677612, -1.130903], [-6.244571, 1.232911, 2.958191], [-0.475915, -3.961257, -2.672379], [-2.768769, 4.464867, 4.576498], [-4.900541, -0.551130, 5.414825], [8.743930, -0.296425, -1.405294], [6.299549, -0.334641, -1.819176], [-0.650916, -0.166047, 2.774824], [-0.236100, 3.990523, 1.749934], [-0.683390, -0.812478, 0.132034], [7.774263, -0.045664, -2.430542], [-0.647065, 5.518484, 3.869332], [-2.737143, -4.896009, -5.702440], [-0.028549, -6.608474, -5.623189], [-2.958774, -0.665122, -0.408670], [7.849013, -0.639684, -3.731415], [-5.401440, 1.499236, 4.083377], [-3.583940, 0.008980, 4.899123], [-0.490929, 0.581025, 5.015827], [0.434983, -5.617815, -5.643702], [0.727876, -5.804823, -7.796762], [-5.206928, 2.816877, 4.614196], [-0.373414, 2.784115, 2.126416], [-0.500371, -3.114289, -1.913249], [-0.397338, -4.725760, -4.901590], [-1.970566, 5.175377, 5.775571], [0.806635, -2.704361, -1.179085], [0.681856, -1.543623, -0.138773], [6.217585, 2.950580, -1.956760], [-1.594498, 1.730084, -1.546217], [1.636333, -1.225165, 0.420323], [0.308935, 0.425405, -3.474371], [-3.098477, 0.635117, 5.654176], [1.824898, -3.206395, -1.337161], [6.047675, 1.102409, -0.377786], [-0.204584, 3.276725, 4.912210], [-1.515254, -2.698798, -5.794311], [-0.495652, 1.716864, 0.916960], [-1.861320, -2.382412, -1.641216], [-3.226739, 3.774618, 5.358409], [-5.837540, 0.521439, 5.302293], [5.733144, 1.912025, -3.321795]],
  "atomic_forces_ev_per_a": [[3.54, -1.96, -0.60], [-1.40, -0.70, -0.02], [-0.44, -0.09, 0.80], [-0.11, 0.15, -0.22], [0.07, 0.02, 0.05], [-0.13, 0.51, 0.49], [0.03, 3.25, 0.25], [0.30, 2.41, -1.18], [-3.15, -1.57, 1.05], [-0.18, 0.21, 0.11], [0.00, -0.08, 0.02], [0.63, 0.17, 0.11], [0.46, 4.58, -1.26], [-0.66, 0.00, -0.19], [0.87, 0.50, -1.42], [0.16, -0.16, -0.09], [0.21, -0.80, 0.37], [-0.29, 0.71, -1.27], [-0.86, 0.04, -0.11], [-1.77, -1.94, 2.07], [0.91, 0.08, 0.13], [-0.78, 1.38, 1.00], [0.71, -1.57, 1.01], [3.15, -1.56, -1.08], [-0.16, -3.52, 0.66], [1.57, 0.84, 1.09], [-0.06, -0.12, -0.13], [-0.15, 0.23, -0.06], [-3.26, -0.01, -1.86], [0.69, 0.47, 0.72], [-0.10, 1.37, 1.22], [3.23, 2.43, 3.02], [0.21, -0.56, -0.24], [-0.46, 0.09, -0.97], [0.74, 0.10, -0.79], [-0.20, -1.58, 1.06], [-0.49, -4.37, 2.10], [1.04, -1.88, -1.26], [-0.22, 0.12, 0.21], [-1.24, -1.93, 2.00], [0.74, 0.83, -0.17], [0.08, 0.03, -0.04], [1.64, -1.00, -0.39], [0.12, 0.19, 1.00], [-0.04, -0.09, 0.06], [0.17, -0.05, 0.64], [-0.07, 0.33, -2.06], [0.00, -0.64, -0.31], [-0.27, 0.10, 0.01], [-0.57, -1.00, -0.53], [0.52, 2.93, -1.95], [0.02, 2.61, 2.33], [-0.28, 0.61, -0.57], [1.95, -0.42, -3.88], [-3.94, 2.28, 1.17], [-2.45, -1.23, -1.80], [0.24, -0.13, -0.03], [0.85, -0.33, 0.51], [-1.82, -0.42, -0.90], [0.70, -0.54, 0.75], [-0.03, -0.07, 0.02], [-1.88, 0.82, 0.16], [-0.03, 0.06, -0.06], [-1.38, 2.54, -1.64], [-0.22, -1.02, 0.14], [-0.02, -3.19, 2.22], [2.84, 0.76, 1.51], [0.29, 0.09, -2.62], [0.44, 0.70, -0.41], [-0.02, 0.02, 0.08]]
}

(2)
{
  "formula": "C6H24AlN12O10P",
  "method": "ωB97M-V/def2-TZVPD",
  "lumo_ev": -2.497,
  "molar_mass_g_mol": 482.288,
  "homo_energy_ev": -7.22,
  "gap_ev": 4.72,
  "elements": ["O", "H", "O", "H", "H", "N", "H", "Al", "O", "H", "N", "H", "C", "H", "H", "O", "O", "C", "H", "N", "H", "O", "H", "H", "N", "H", "H", "N", "H", "C", "H", "N", "H", "N", "O", "C", "N", "H", "C", "P", "H", "H", "H", "N", "O", "N", "H", "C", "N", "H", "N", "H", "O", "O"],
  "positions_angstrom": [[0.761225, -2.573999, 1.621699], [-0.978337, -2.551580, 2.361893], [0.100698, -1.992999, -1.306028], [-3.024427, 2.176803, 0.809385], [-0.007491, -4.469558, 3.129660], [-3.754863, -1.565389, 1.075790], [-1.545344, 5.158468, 2.046614], [0.980624, 0.071728, 0.477777], [3.439570, 1.189636, 0.446405], [-2.565171, -3.325586, 2.385280], [-2.741832, 3.030931, 1.251053], [1.562763, -4.822504, 3.720497], [-0.360596, -2.826321, -2.060697], [-1.785908, -3.246739, -3.517705], [3.868020, 4.562947, -0.773910], [-1.730300, -0.533446, 1.177342], [3.682727, -1.305794, 0.412746], [-1.461393, 0.965985, -2.527284], [0.897978, -4.259776, -1.531157], [-2.729240, 0.557875, -2.895964], [-4.129066, -0.838745, 0.500678], [1.253423, 2.817666, -0.586948], [2.165809, 5.377565, -2.153011], [-3.340487, 0.250249, -2.161847], [-0.732919, 1.600345, -3.495753], [0.015317, 4.370344, 2.240170], [0.587331, 4.714400, -2.018587], [0.972701, -4.268669, 3.129284], [0.225360, 1.796956, -3.260545], [1.492969, -3.337479, 2.274581], [-3.333217, 3.836174, 1.328256], [-0.939102, 4.370222, 1.930928], [-0.144964, -4.727415, -2.892101], [1.511530, 4.813499, -1.640851], [-0.663712, 2.195124, 1.392020], [-2.432240, -1.491825, 1.456915], [3.283332, 3.789212, -0.522766], [-0.978935, 1.538896, -4.467327], [1.978753, 3.748154, -0.898415], [4.040043, -0.052540, 1.196160], [3.403959, -3.921555, 2.709784], [-3.164570, 1.008836, -3.681988], [3.645813, 2.945432, -0.092725], [-1.458664, -2.568610, -2.857033], [5.472156, 0.148062, 1.555855], [2.834479, -3.265485, 2.207283], [3.263346, -2.617154, 1.526705], [-1.405352, 3.147425, 1.536633], [-1.979329, -2.532826, 2.205582], [-1.869949, -1.653731, -2.818699], [0.208954, -4.061590, -2.235486], [-4.327302, -2.336375, 1.360649], [-1.045190, 0.886128, -1.388277], [2.981020, 0.078628, 2.317479]],
  "atomic_forces_ev_per_a": [[-0.08, -0.34, 0.29], [0.15, -0.09, -0.27], [0.01, 0.05, 0.27], [-0.04, -0.02, 0.00], [-0.02, 0.13, -0.05], [0.29, -0.20, 0.12], [0.16, 0.11, 0.17], [0.65, 0.31, 0.42], [-0.65, 0.19, -0.46], [0.12, -0.09, -0.01], [0.28, 0.70, 0.39], [0.01, -0.03, -0.03], [-0.22, 0.27, -0.78], [-0.12, 0.09, -0.05], [0.14, -0.08, 0.07], [0.01, 0.15, -0.32], [-0.23, -0.21, 0.15], [0.39, 1.12, 0.83], [0.15, -0.42, -0.26], [0.10, -0.35, -0.49], [-0.03, 0.06, 0.05], [-0.54, 0.00, -0.34], [-0.06, 0.03, -0.05], [0.09, 0.16, 0.19], [-0.20, -0.14, -0.36], [0.02, 0.24, 0.00], [-0.01, -0.08, 0.00], [-0.02, -0.28, 0.22], [0.00, -0.01, 0.10], [0.53, 0.89, -0.41], [-0.30, -0.20, -0.20], [-0.37, -0.31, -0.06], [0.11, -0.24, 0.16], [0.17, 0.26, 0.11], [0.36, -0.21, 0.43], [0.15, -0.07, 0.28], [-0.32, 0.44, -0.30], [0.08, -0.11, -0.01], [0.43, -0.53, 0.16], [0.77, -0.65, -0.60], [0.06, 0.04, -0.06], [-0.06, -0.04, 0.01], [0.04, -0.01, 0.12], [0.37, -0.32, 0.35], [-0.25, 0.16, 0.07], [-0.21, -0.28, -0.05], [-0.10, 0.12, 0.07], [0.28, -0.68, -0.63], [-0.52, 0.25, 0.05], [0.00, 0.04, -0.08], [-0.15, 0.78, 0.48], [-0.15, 0.07, -0.11], [-0.22, -0.64, -0.09], [-1.05, -0.02, 0.53]]
}